# 1
Here is a cluster of 13 separate species, C36H50N13O6 in total from the Open Molecules 2025 dataset. Energies are from the ωB97M-V functional and the def2-TZVPD basis.

Properties
Calculated total energy in Eh: -2564.8291
Frontier orbital gap in eV: 7.1
Charge: -1
LUMO energy in eV: 1.7

```
105
C36H50N13O6, DFT the ωB97M-V functional and the def2-TZVPD basis
C 4.66832 -0.31384 4.59685
C 3.90420 0.94440 3.90932
O 2.81698 1.28270 4.49032
N 4.47614 1.63383 2.76184
C 4.82396 0.72639 1.63235
C 3.70268 2.83516 2.34632
C 2.26491 2.54004 1.68700
C 1.11365 3.29644 2.55317
C -0.37329 2.87653 2.13078
C -0.77924 1.38440 2.50762
C -0.66026 0.16212 1.78216
C -0.03871 -0.02076 0.31129
O 1.03083 -0.71323 0.12341
O -0.63532 0.50965 -0.83718
C -1.27156 -1.04463 2.64120
O -1.33747 -2.26579 2.38403
O -1.83319 -0.48285 3.82926
C -1.50074 0.91384 3.85719
O -1.77384 1.67775 4.81384
H 4.01406 -0.76886 5.42274
H 4.90840 -1.14570 3.85826
H 5.57957 0.13477 5.11782
H 4.85864 -0.38316 1.89387
H 5.90109 1.00654 1.30386
H 4.17233 0.83481 0.70290
H 3.60641 3.60540 3.21175
H 4.32609 3.38857 1.54037
H 2.07243 1.40947 1.59982
H 2.24460 3.03208 0.65805
H 1.22331 4.41490 2.27393
H 1.32088 3.24172 3.67859
H -1.09020 3.57002 2.71182
H -0.46422 2.98724 0.99998
C -4.40792 1.24824 0.04222
C -3.64090 2.36945 0.66114
N -2.98874 3.21876 1.14983
H -4.58420 1.45880 -1.01413
H -3.83762 0.32468 0.12954
H -5.36778 1.12351 0.54663
C -1.70662 0.31799 -3.76993
C -3.18446 0.19819 -3.55950
N -4.34431 0.10647 -3.35792
H -1.39648 -0.29877 -4.61432
H -1.45036 1.35856 -3.97501
H -1.17480 -0.00936 -2.87362
C 2.65516 -3.22339 0.89369
C 3.47819 -2.38474 1.82518
N 4.12701 -1.72466 2.55740
H 3.21410 -4.11581 0.60605
H 1.72970 -3.52614 1.38604
H 2.41114 -2.65175 -0.00182
C 1.22794 -2.29373 -2.42390
C 1.14180 -1.57775 -3.73622
N 1.06994 -0.98824 -4.75687
H 0.35001 -2.92683 -2.28692
H 2.12440 -2.91686 -2.39934
H 1.27515 -1.56771 -1.60746
C 2.95976 -0.05757 -7.47078
C 3.19358 0.89602 -8.60415
N 3.37812 1.64532 -9.49844
H 2.31791 0.40636 -6.72022
H 2.47672 -0.96286 -7.84101
H 3.91129 -0.32514 -7.00889
C -5.96617 -2.99165 -1.14176
C -5.00602 -2.27483 -0.24227
N -4.24999 -1.71034 0.46605
H -5.49376 -3.88310 -1.55468
H -6.85259 -3.28758 -0.57828
H -6.26741 -2.33645 -1.96115
C 9.20250 0.70358 2.71794
C 8.20111 -0.38606 2.95512
N 7.41113 -1.24216 3.14196
H 10.11862 0.28135 2.30204
H 8.79611 1.43422 2.01671
H 9.43573 1.20420 3.65892
C -7.61630 -5.85859 1.68783
C -7.48365 -6.25720 0.24956
N -7.37870 -6.57111 -0.88336
H -8.40936 -5.11696 1.79435
H -7.86089 -6.73234 2.29386
H -6.67706 -5.43037 2.04233
C 2.56995 4.76998 -7.88588
C 3.30902 5.65300 -6.92564
N 3.89138 6.34813 -6.17021
H 3.14763 3.86450 -8.07832
H 1.60217 4.49223 -7.46531
H 2.41087 5.29734 -8.82762
C 3.27537 5.75755 6.46260
C 3.29087 5.43829 4.99881
N 3.30291 5.18273 3.84575
H 2.56839 6.56518 6.65837
H 2.97574 4.87556 7.03114
H 4.27036 6.06856 6.78480
C -9.98857 -1.53925 0.49914
C -9.74049 -2.92312 -0.02173
N -9.54500 -4.01320 -0.43307
H -11.06078 -1.37282 0.61346
H -9.50301 -1.41519 1.46839
H -9.58573 -0.80290 -0.19807
C -3.20203 -4.97617 -3.00229
C -2.38415 -3.73660 -2.79604
N -1.73861 -2.76172 -2.63336
H -2.56164 -5.85735 -2.94080
H -3.97437 -5.04346 -2.23512
H -3.67660 -4.94815 -3.98442
```

These are the Mulliken partial charges, in e, on atoms 1 to 4: -0.92 0.41 -0.56 0.32

# 2
Here is a cluster of 5 separate species, C36H50N9O3 in total from the Open Molecules 2025 dataset. Energies are from the ωB97M-V functional and the def2-TZVPD basis.

Properties
Calculated total energy in Eh: -2118.3939
Energy relative to the best compared isomer or geometry (same formula, charge and spin) in kcal per mole: 0.0
Frontier orbital gap in eV: 7.2
Charge: +5
LUMO energy in eV: -12.3

```
98
C36H50N9O3, DFT the ωB97M-V functional and the def2-TZVPD basis
C -5.11474 -0.67565 -2.60858
C -5.96770 -0.53541 -1.37196
N -5.18763 -0.29043 -0.19158
C -5.53084 0.57510 0.81219
C -4.58164 0.58203 1.76163
N -3.58398 -0.26208 1.33633
C -3.96745 -0.80315 0.14918
C -2.33892 -0.67735 2.01189
H -5.74968 -0.67049 -3.49393
H -4.62223 -1.65065 -2.60833
H -4.35794 0.10133 -2.72536
H -6.52915 -1.46488 -1.25327
H -6.72852 0.23779 -1.47217
H -6.48053 1.07164 0.68880
H -4.54345 0.96397 2.76896
H -3.40181 -1.54095 -0.39210
H -2.65383 -1.49143 2.66446
H -1.93540 0.15488 2.58080
H -1.60521 -1.04985 1.30223
C -5.84971 5.53601 0.06304
C -5.14240 4.20425 0.52630
N -4.05628 4.39396 1.47303
C -3.92303 5.29589 2.49673
C -2.71079 5.03354 3.06463
N -2.12573 3.98387 2.39931
C -2.96591 3.60792 1.40247
C -0.91863 3.26570 2.90356
H -6.13018 6.11882 0.94173
H -6.71747 5.48763 -0.58888
H -5.09540 6.15219 -0.42846
H -4.67887 3.80435 -0.37575
H -5.87399 3.47303 0.86587
H -4.76423 5.91462 2.76151
H -2.10490 5.55055 3.79107
H -2.77761 2.85903 0.65014
H -0.06805 3.61374 2.32125
H -1.18643 2.23200 2.70215
H -0.74239 3.44406 3.96065
C 1.30432 -2.06515 -0.42806
N 1.73041 -1.48502 0.85539
C 2.17149 -2.30986 1.86106
C 2.66914 -1.76595 3.02347
C 2.66917 -0.38803 3.22355
C 2.22442 0.40585 2.16265
C 1.74975 -0.16280 0.97499
C 3.33759 0.26551 4.36541
C 4.66530 -0.01580 4.70029
C 5.24848 0.53590 5.82345
N 4.53862 1.40127 6.57872
C 3.24825 1.69557 6.25863
C 2.58501 1.16326 5.16537
C 4.98334 1.71835 7.95526
H 1.68204 -1.54848 -1.30386
H 0.21532 -2.11282 -0.41555
H 1.58926 -3.11587 -0.47460
H 2.21242 -3.32955 1.50992
H 3.11674 -2.46356 3.71929
H 2.21067 1.48597 2.20932
H 1.32106 0.47442 0.21008
H 5.13085 -0.79284 4.11060
H 6.18647 0.13169 6.17832
H 2.75698 2.39507 6.92087
H 1.55954 1.44991 4.99137
H 4.75843 2.75251 8.21576
H 6.03367 1.45344 8.03006
H 4.40048 1.19443 8.71446
C 6.58791 -5.67357 -4.51386
N 5.34105 -4.93012 -4.82187
C 4.20021 -5.33276 -4.25026
C 3.06045 -4.52843 -4.24768
C 3.15468 -3.26273 -4.87363
C 4.34000 -2.95914 -5.52818
C 5.43073 -3.81650 -5.54872
C 1.99753 -2.30111 -4.83650
C 2.06953 -0.89034 -4.81823
C 0.91038 -0.14915 -4.73186
N -0.29860 -0.73455 -4.59633
C -0.39405 -2.07903 -4.61730
C 0.71272 -2.87085 -4.86057
C -1.55292 0.02975 -4.49086
H 7.17455 -5.76858 -5.42547
H 6.36420 -6.66620 -4.13349
H 7.06287 -5.03543 -3.77100
H 4.25531 -6.29065 -3.75379
H 2.22728 -4.80127 -3.61827
H 4.44046 -2.00432 -6.02738
H 6.31614 -3.66403 -6.14985
H 3.02353 -0.38664 -4.88704
H 0.90357 0.92694 -4.62434
H -1.38783 -2.50325 -4.61079
H 0.50122 -3.92597 -4.75496
H -2.34605 -0.60139 -4.09970
H -1.92342 0.20344 -5.50451
H -1.37399 0.97915 -3.99496
N -1.04830 1.38558 -1.00030
O -1.72913 2.15828 -1.66840
O -0.53223 1.81938 0.07822
O -1.07439 0.16051 -1.34390
```

These are the Mulliken partial charges, in e, on atoms 1 to 4: -1.12 -0.37 0.17 -0.51

# 3
Here is a cluster of 8 separate species, C36H51BFNO26P in total from the Open Molecules 2025 dataset. Energies are from the ωB97M-V functional and the def2-TZVPD basis.

Properties
Calculated total energy in Eh: -3879.4102
Frontier orbital gap in eV: 9.4
Charge: +1
LUMO energy in eV: -2.6

```
117
C36H51BFNO26P, DFT the ωB97M-V functional and the def2-TZVPD basis
C -3.85917 -0.45643 -2.05735
B -4.07077 -0.34220 -0.50106
O -5.32258 -0.26338 0.01365
C -2.85372 -0.26153 0.54589
O -1.81017 -1.08084 0.04656
C -0.70001 -0.94360 0.90411
C -0.02945 0.40562 0.65161
C 0.68324 0.81088 1.94212
C 1.61365 1.96769 1.75201
O 1.35506 3.07419 2.04245
F 2.79074 1.66608 1.21721
N -0.98606 1.45281 0.18377
C -1.02031 1.59228 -1.30523
C 0.29929 2.01819 -1.87966
C 0.98000 3.15784 -1.45958
C 2.17672 3.52385 -2.05846
C 2.72635 2.78109 -3.10757
C 3.99723 3.18923 -3.79726
C 2.05888 1.62427 -3.51837
C 0.86186 1.26133 -2.90900
C -2.41178 1.24191 0.69290
P -2.71102 1.82904 2.43018
O -2.26252 0.54000 3.32693
O -1.62808 3.04038 2.63805
H -2.86129 -0.77755 -2.33873
H -4.06951 0.52207 -2.50000
H -4.59638 -1.13438 -2.48277
H -5.96132 -0.16551 -0.70618
H -3.21820 -0.65063 1.49908
H -1.04255 -1.01976 1.94053
H -0.00103 -1.75802 0.74112
H 0.75251 0.22514 -0.08064
H 1.27836 -0.05635 2.23174
H 0.01215 1.01026 2.76781
H -0.67066 2.34049 0.59208
H -1.29413 0.64015 -1.74389
H -1.79239 2.29505 -1.61102
H 0.58185 3.78869 -0.67021
H 2.69197 4.41919 -1.73865
H 4.23678 2.45123 -4.55609
H 3.82659 4.11671 -4.34290
H 4.82723 3.33699 -3.11249
H 2.47855 1.01327 -4.31749
H 0.34515 0.37609 -3.26132
H -3.10199 1.82088 0.09048
H -2.14748 0.84272 4.24114
H -2.16159 3.83113 2.78490
C -5.52604 -1.42857 2.72608
C -4.67069 -1.88707 3.89053
O -5.58210 -1.81805 4.98809
C -6.84644 -1.91398 4.49443
O -7.81878 -2.05442 5.15378
O -6.83506 -1.82415 3.13796
H -5.25950 -1.90448 1.78986
H -5.51178 -0.34594 2.59189
H -4.33046 -2.91919 3.77805
H -3.81019 -1.24786 4.06560
C 5.92703 -2.17866 -4.85193
C 4.71525 -2.78785 -4.18349
O 3.77780 -1.69387 -4.19788
C 4.13078 -0.86091 -5.19790
O 3.46409 0.05960 -5.57453
O 5.32771 -1.18593 -5.70779
H 6.50090 -2.89224 -5.43589
H 6.59024 -1.67934 -4.14594
H 4.29136 -3.61644 -4.75173
H 4.91117 -3.11626 -3.16626
C 1.67479 2.21420 5.58969
C 2.29998 1.24135 6.56819
O 1.21903 0.33177 6.82312
C 0.37593 0.37551 5.78373
O -0.53586 -0.37481 5.61311
O 0.68444 1.39289 4.93966
H 2.38211 2.61029 4.86618
H 1.17048 3.04427 6.08426
H 3.13163 0.68382 6.13540
H 2.63006 1.71238 7.48909
C -1.45350 -1.29821 8.30790
C -2.61368 -2.23917 8.55916
O -2.33218 -2.72719 9.87245
C -1.54834 -1.81717 10.50502
O -1.27636 -1.84333 11.65746
O -1.11650 -0.87040 9.63022
H -1.72020 -0.45122 7.68771
H -0.59269 -1.80251 7.86964
H -3.57640 -1.72436 8.57275
H -2.66119 -3.05849 7.84630
C 4.59323 -0.14850 -1.19900
C 4.84892 -0.54106 0.24071
O 5.60589 -1.74612 0.09594
C 6.20212 -1.72935 -1.12262
O 7.01846 -2.50491 -1.49126
O 5.72337 -0.70383 -1.87362
H 4.54763 0.92781 -1.34902
H 3.68840 -0.60196 -1.61199
H 5.45039 0.19560 0.77600
H 3.93741 -0.72728 0.80187
C -10.04102 -0.83155 -1.90681
C -9.24528 0.41368 -1.57703
O -7.89512 -0.02630 -1.79732
C -7.93227 -1.07802 -2.66166
O -6.96465 -1.55254 -3.16291
O -9.19366 -1.49366 -2.85728
H -11.01133 -0.61514 -2.34387
H -10.17567 -1.48457 -1.04387
H -9.45844 1.24131 -2.25427
H -9.37983 0.74853 -0.55224
C 6.63244 -0.03475 -9.85461
C 6.78212 -0.25095 -8.36479
O 7.68093 -1.35998 -8.30062
C 8.39514 -1.39077 -9.45858
O 9.33405 -2.08702 -9.65013
O 7.88309 -0.51309 -10.35799
H 6.48135 1.00744 -10.12324
H 5.82760 -0.63320 -10.28562
H 7.24153 0.60522 -7.86617
H 5.84633 -0.48559 -7.87239
```

These are the Mulliken partial charges, in e, on atoms 1 to 4: -1.06 0.55 -0.63 0.14

# 4
Here is a structure of composition C36H52BiCl3N6O4Se2Si2 from the Open Molecules 2025 dataset. Energies are from the ωB97M-V functional and the def2-TZVPD basis.

Properties
Calculated total energy in Eh: -9009.4853
Energy relative to the best compared isomer or geometry (same formula, charge and spin) in kcal per mole: 89.1
Frontier orbital gap in eV: 3.8
Charge: -2
LUMO energy in eV: 3.4

```
106
C36H52BiCl3N6O4Se2Si2, DFT the ωB97M-V functional and the def2-TZVPD basis
Bi 0.07751 0.18969 0.02940
O -0.30824 4.59051 -4.21865
C -0.11001 3.17681 -4.35494
C -1.42870 2.42636 -4.43508
C -2.25651 2.79237 -5.67878
O -2.71458 4.14296 -5.78277
C -2.30387 2.71665 -3.20710
Se -1.73315 2.43111 -1.32944
C -1.11480 0.93088 -4.63106
Se -0.13914 0.01206 -3.21397
H 0.56597 4.98508 -4.12179
H 0.42336 2.77637 -3.48902
H 0.48086 2.96635 -5.25917
H -3.11819 2.11369 -5.69431
H -1.66945 2.59846 -6.58169
H -3.53083 4.20769 -5.27209
H -3.24726 2.17386 -3.33736
H -2.51499 3.78587 -3.20286
H -0.55103 0.80632 -5.55992
H -2.07335 0.41310 -4.75543
C 4.81224 -6.97735 2.20420
C 3.69791 -6.50124 1.28085
N 2.36940 -6.68354 1.83924
C 1.85586 -8.04374 1.93109
C 1.76237 -8.54417 3.36638
C 1.47974 -5.67039 2.09997
O 0.31001 -5.91182 2.33762
C 2.01145 -4.27146 2.08558
C 3.01049 -3.84519 2.94962
C 3.42451 -2.52587 2.89169
C 2.84063 -1.68624 1.95137
N 1.89587 -2.09094 1.11427
C 1.46614 -3.34237 1.20484
H 5.78681 -6.75876 1.76414
H 4.75315 -8.05446 2.37322
H 4.75152 -6.47913 3.17239
H 3.75039 -7.05302 0.33515
H 3.83270 -5.45140 1.03401
H 2.51466 -8.68410 1.34012
H 0.86486 -8.06923 1.47547
H 2.73892 -8.52535 3.85367
H 1.38411 -9.56818 3.39062
H 1.07815 -7.91121 3.92994
H 3.43818 -4.53120 3.67244
H 4.18272 -2.14612 3.56386
H 3.11737 -0.64183 1.87684
H 0.65638 -3.63004 0.54229
O 0.60000 0.31122 1.85494
Cl 1.06611 -5.83319 -2.35851
C 1.63042 -4.34159 -3.15468
Cl 0.86380 -4.16400 -4.73019
Cl 3.40080 -4.41785 -3.34167
C 1.29095 -3.21228 -2.30687
N 1.02276 -2.31001 -1.65452
C -5.17352 -0.29246 -0.61783
Si -3.67871 -1.47061 -0.64215
C -3.02146 -1.41773 -2.40312
C -4.37304 -3.23976 -0.51529
C -2.52979 -1.09327 0.71054
Si -2.75824 -1.55928 2.44909
C -1.25364 -1.40702 3.57380
C -4.09908 -0.51117 3.31861
C -3.31572 -3.36018 2.67767
H -5.88641 -0.48213 -1.42890
H -4.78884 0.72662 -0.72675
H -5.71241 -0.35935 0.33214
H -3.84915 -1.65133 -3.08468
H -2.22164 -2.14504 -2.54729
H -2.60570 -0.43832 -2.64108
H -4.90367 -3.46764 -1.44579
H -5.07216 -3.38905 0.31026
H -3.55850 -3.95932 -0.39877
H -2.14946 -0.06634 0.63866
H -0.85467 -0.39245 3.59077
H -0.44049 -2.04986 3.22589
H -1.53349 -1.71795 4.58750
H -3.81882 0.54555 3.26904
H -4.21903 -0.77878 4.37509
H -5.06851 -0.62544 2.82500
H -2.65766 -4.03450 2.12421
H -4.34207 -3.54434 2.35581
H -3.24791 -3.61959 3.73974
N -3.51360 6.21108 4.17934
C -3.53683 7.33797 4.96612
C -4.56910 8.08497 5.51974
C -4.20901 9.18548 6.27786
C -2.86318 9.52660 6.47449
C -1.84195 8.77751 5.91885
C -2.18408 7.66563 5.15247
N -1.37606 6.75860 4.49395
C -2.19636 5.91096 3.92889
C -1.81015 4.75271 3.11241
C -2.75547 3.89495 2.56474
C -2.32322 2.82222 1.79715
N -1.03891 2.57196 1.57650
C -0.13621 3.38484 2.10581
C -0.46550 4.48972 2.87522
H -4.30132 5.69101 3.83911
H -5.60820 7.82168 5.36782
H -4.98204 9.79550 6.72793
H -2.62358 10.39581 7.07426
H -0.80164 9.03618 6.06677
H -3.82095 4.03128 2.70462
H -3.02973 2.13294 1.34967
H 0.89801 3.12238 1.91460
H 0.29462 5.13487 3.29245
```

These are the Mulliken partial charges, in e, on atoms 1 to 4: 1.25 -0.53 -1.10 2.68